No. 1
Computed, not measured: C38H35F3LiN4OS3Sb as an isolated structure, with ωB97M-V/def2-TZVPD.

The value obtained for the lowest unoccupied orbital energy is 0.0067 Ha. The calculation puts the energy relative to the best compared isomer or geometry (same formula, charge and spin) at 0.0 kJ/mol. The value obtained for the HOMO-LUMO gap is 0.297 Ha. The value obtained for the largest force on an atom is 0.71 eV/Å.

Structure (XYZ):
```
86
C38H35F3LiN4OS3Sb ωB97M-V/def2-TZVPD
Li -0.10 0.04 -0.13
C 5.85 0.09 0.55
C 5.23 0.63 -0.72
N 4.29 1.71 -0.46
C 4.87 3.05 -0.35
C 4.95 3.76 -1.70
C 2.95 1.52 -0.34
S 2.32 -0.07 -0.36
N 2.27 2.67 -0.19
C 0.96 2.78 0.02
O 0.10 1.87 0.13
C 0.51 4.22 0.22
C -0.81 4.51 0.53
C -1.23 5.83 0.69
C -0.33 6.87 0.56
C 1.00 6.58 0.28
C 1.42 5.27 0.12
H 6.59 -0.69 0.32
H 5.08 -0.36 1.18
H 6.36 0.87 1.12
H 4.71 -0.16 -1.24
H 6.01 1.02 -1.39
H 5.87 2.94 0.07
H 4.27 3.63 0.34
H 5.50 3.16 -2.43
H 5.45 4.72 -1.60
H 3.94 3.92 -2.08
H -1.51 3.71 0.66
H -2.27 6.03 0.91
H -0.66 7.89 0.68
H 1.72 7.39 0.19
H 2.45 5.05 -0.10
C -3.20 1.75 -0.14
C -3.22 0.27 0.01
N -2.17 -0.48 -0.05
C -2.48 -1.82 0.11
C -3.80 -2.07 0.30
S -4.68 -0.60 0.30
C -1.42 -2.82 0.03
C -1.56 -4.15 0.25
S -0.08 -4.95 -0.01
C 0.67 -3.43 -0.40
N -0.15 -2.42 -0.33
C 2.11 -3.41 -0.80
H -2.16 2.06 -0.23
H -3.66 2.24 0.72
H -3.75 2.06 -1.03
H -4.30 -3.02 0.44
H -2.45 -4.69 0.55
H 2.54 -4.41 -0.71
H 2.67 -2.71 -0.19
H 2.20 -3.07 -1.83
F -1.30 0.29 8.96
C -1.06 0.26 7.64
C 0.23 0.01 7.21
C 0.49 -0.01 5.85
C -0.54 0.21 4.92
C -1.82 0.45 5.40
C -2.09 0.48 6.76
Sb -0.09 0.22 2.80
C 1.51 1.62 3.08
C 1.08 2.92 3.34
C 1.97 3.97 3.47
C 3.32 3.70 3.32
F 4.20 4.72 3.41
C 3.79 2.43 3.07
C 2.88 1.39 2.95
C 0.81 -1.74 2.96
C -0.05 -2.73 3.43
C 0.39 -4.04 3.61
C 1.70 -4.34 3.33
F 2.13 -5.60 3.51
C 2.58 -3.39 2.85
C 2.13 -2.09 2.66
H 1.02 -0.16 7.94
H 1.49 -0.21 5.50
H -2.63 0.63 4.70
H -3.09 0.68 7.15
H 0.02 3.13 3.45
H 1.64 4.99 3.65
H 4.86 2.26 2.97
H 3.26 0.41 2.73
H -1.08 -2.49 3.67
H -0.28 -4.82 3.97
H 3.61 -3.67 2.63
H 2.80 -1.36 2.23
```

These are the Löwdin partial charges, in e, on atoms 1 to 5:
1. Li 0.447
2. C -0.074
3. C -0.253
4. N -0.127
5. C -0.222

No. 2
Computed, not measured: C38H35F3N5P2ReS2 as an isolated structure, with ωB97M-V/def2-TZVPD.

The net charge is +1. The value obtained for the lowest unoccupied orbital energy (spin up / spin down) is -0.0843 / -0.1181 Ha. The calculation puts the energy relative to the best compared isomer or geometry (same formula, charge and spin) at 0.0 kJ/mol. The value obtained for the HOMO-LUMO gap (spin up / spin down) is 0.285 / 0.264 Ha. The value obtained for the largest force on an atom is 0.76 eV/Å. As for the spin multiplicity: 4.

Structure (XYZ):
```
86
C38H35F3N5P2ReS2 ωB97M-V/def2-TZVPD
Re -0.77 -0.34 1.29
S 1.52 -0.77 1.97
P 1.51 -1.68 -0.88
C 1.16 -0.28 0.28
P 1.25 1.51 0.13
S -0.18 2.07 1.46
C 2.85 2.21 0.56
C 3.80 2.55 -0.42
C 5.05 3.00 -0.04
C 5.37 3.11 1.31
C 4.43 2.78 2.28
C 3.17 2.33 1.91
C 0.73 2.08 -1.49
C -0.17 1.31 -2.23
C -0.62 1.77 -3.46
C -0.18 2.99 -3.95
C 0.67 3.78 -3.19
C 1.12 3.33 -1.96
C 3.22 -2.17 -0.46
C 4.18 -1.32 0.09
C 5.46 -1.78 0.35
C 5.80 -3.09 0.06
C 4.86 -3.95 -0.49
C 3.57 -3.48 -0.75
C 1.79 -0.98 -2.55
C 1.09 -1.54 -3.61
C 1.31 -1.09 -4.91
C 2.22 -0.08 -5.15
C 2.93 0.49 -4.09
C 2.72 0.03 -2.80
H 3.56 2.46 -1.47
H 5.78 3.27 -0.80
H 6.35 3.46 1.60
H 4.68 2.87 3.33
H 2.44 2.08 2.66
H -0.53 0.37 -1.85
H -1.31 1.17 -4.04
H -0.51 3.34 -4.92
H 0.99 4.75 -3.56
H 1.77 3.96 -1.36
H 3.93 -0.29 0.33
H 6.20 -1.11 0.78
H 6.80 -3.45 0.27
H 5.12 -4.97 -0.72
H 2.84 -4.15 -1.18
H 0.37 -2.33 -3.42
H 0.77 -1.54 -5.74
H 2.39 0.27 -6.16
H 3.64 1.27 -4.28
H 3.30 0.44 -1.99
C 0.14 -4.93 1.06
N -0.78 -4.52 2.13
C -1.05 -5.44 3.24
C -1.28 -3.28 2.09
N -1.05 -2.44 1.13
N -2.14 -2.95 3.14
C -2.41 -1.69 3.63
N -3.36 -1.68 4.61
N -1.77 -0.65 3.25
H 0.59 -5.87 1.34
H 0.93 -4.19 0.94
H -0.38 -5.06 0.11
H -0.34 -6.26 3.19
H -2.05 -5.88 3.18
H -0.91 -4.95 4.20
H -0.47 -2.81 0.39
H -2.57 -3.71 3.61
H -3.98 -2.47 4.72
H -3.72 -0.80 4.91
H -2.06 0.21 3.71
F -8.96 4.05 1.72
C -8.26 4.27 0.59
F -7.96 5.57 0.56
F -9.09 4.02 -0.43
C -7.03 3.40 0.53
C -7.20 2.02 0.59
C -6.09 1.19 0.57
C -4.81 1.73 0.50
C -4.65 3.12 0.41
C -5.77 3.95 0.43
C -3.63 0.90 0.58
C -2.63 0.21 0.66
H -8.20 1.60 0.65
H -6.22 0.12 0.61
H -3.66 3.53 0.34
H -5.65 5.02 0.38
```

These are the Löwdin partial charges, in e, on atoms 1 to 5:
1. Re 1.045
2. S 0.475
3. P 0.990
4. C -1.200
5. P 0.543

No. 3
Computed, not measured: C38H35F9GeN3OPd as an isolated structure, with ωB97M-V/def2-TZVPD.

The net charge is -2. The value obtained for the lowest unoccupied orbital energy (spin up / spin down) is 0.1692 / 0.1691 Ha. The calculation puts the energy relative to the best compared isomer or geometry (same formula, charge and spin) at 19.7 kJ/mol. The value obtained for the HOMO-LUMO gap (spin up / spin down) is 0.206 / 0.217 Ha. The value obtained for the largest force on an atom is 0.75 eV/Å. As for the spin multiplicity: 2.

Structure (XYZ):
```
88
C38H35F9GeN3OPd ωB97M-V/def2-TZVPD
Pd -0.30 -0.61 -0.28
C -3.00 0.31 -2.11
N -2.76 -0.41 -0.87
C -3.11 0.38 0.30
C -3.32 -1.73 -0.82
C -4.58 -1.98 -1.33
C -5.14 -3.26 -1.32
C -4.39 -4.29 -0.79
C -3.14 -4.06 -0.25
C -2.55 -2.77 -0.22
N -1.32 -2.49 0.25
C -0.64 -3.34 1.09
C -1.24 -4.15 2.07
C -0.51 -4.99 2.88
C 0.87 -5.07 2.76
C 1.50 -4.24 1.84
C 0.77 -3.37 1.04
N 1.43 -2.45 0.15
C 1.60 -2.98 -1.19
C 2.65 -1.86 0.67
H -4.02 0.72 -2.18
H -2.83 -0.36 -2.96
H -2.30 1.14 -2.19
H -4.16 0.72 0.26
H -2.45 1.25 0.38
H -2.96 -0.22 1.20
H -5.14 -1.16 -1.76
H -6.13 -3.43 -1.73
H -4.78 -5.31 -0.80
H -2.56 -4.90 0.12
H -2.32 -4.09 2.19
H -1.02 -5.59 3.63
H 1.45 -5.72 3.40
H 2.58 -4.24 1.76
H 2.32 -3.83 -1.21
H 1.97 -2.20 -1.85
H 0.64 -3.33 -1.57
H 3.48 -2.58 0.74
H 2.45 -1.44 1.66
H 2.95 -1.05 0.01
C 5.45 1.54 -0.49
C 4.56 1.33 0.56
C 3.19 1.32 0.32
C 2.67 1.53 -0.96
C 3.58 1.74 -2.00
C 4.95 1.74 -1.77
Ge 0.68 1.38 -1.15
C 0.49 1.79 -3.12
C 0.67 0.73 -4.02
C 0.54 0.91 -5.39
C 0.20 2.15 -5.90
C 0.00 3.21 -5.03
C 0.15 3.03 -3.66
C 0.13 3.16 -0.37
C -1.18 3.61 -0.52
C -1.63 4.77 0.09
C -0.77 5.52 0.88
C 0.53 5.10 1.04
C 0.98 3.94 0.43
H 6.52 1.54 -0.31
H 4.93 1.16 1.56
H 2.50 1.11 1.13
H 3.21 1.92 -3.00
H 5.64 1.90 -2.60
H 0.90 -0.25 -3.62
H 0.70 0.07 -6.06
H 0.09 2.29 -6.97
H -0.27 4.19 -5.42
H 0.00 3.87 -3.00
H -1.87 3.04 -1.12
H -2.66 5.09 -0.05
H -1.13 6.42 1.37
H 1.22 5.67 1.67
H 2.00 3.63 0.58
F 1.94 2.27 3.25
C 1.58 1.16 3.90
F 2.58 0.27 3.73
F 1.58 1.48 5.22
C 0.23 0.58 3.34
O 0.26 0.48 2.04
C -0.92 1.55 3.80
F -0.66 2.81 3.42
F -2.10 1.22 3.26
F -1.12 1.60 5.14
C -0.02 -0.81 4.03
F -1.28 -1.23 3.83
F 0.79 -1.74 3.54
F 0.17 -0.81 5.38
```

These are the Löwdin partial charges, in e, on atoms 1 to 5:
1. Pd 0.530
2. C -0.108
3. N -0.258
4. C -0.091
5. C -0.209